1.
Formula: C7H15N2Pd
Source: the Open Molecules 2025 dataset
Level of theory: ωB97M-V/def2-TZVPD

Last column: natural (NBO) charge in e.
CARTESIAN COORDINATES (ANGSTROEM)
C  -1.446  1.471  -2.086  -0.99
Pd  0.340  -0.306  -2.017  0.69
N  1.390  -1.979  -2.887  -1.08
H  -1.413  -0.336  -2.836  -0.08
H  2.414  -1.873  -2.950  0.42
H  -1.428  1.246  -3.092  0.27
H  -1.493  2.616  -2.291  0.28
H  -0.672  1.512  -1.113  0.27
H  -2.362  1.084  -1.610  0.26
H  1.109  -2.830  -2.359  0.41
H  0.876  -1.876  -3.771  0.42
N  1.292  -0.572  -0.030  -0.84
C  0.580  -0.152  1.164  0.14
C  -0.764  -0.555  1.314  -0.22
C  -1.433  -0.076  2.462  -0.26
C  -0.783  0.693  3.405  -0.14
C  0.552  1.062  3.236  -0.16
C  1.242  0.640  2.093  -0.27
H  1.409  -1.579  0.017  0.38
H  2.243  -0.220  0.033  0.40
H  -1.221  -1.181  0.545  0.21
H  -2.473  -0.365  2.580  0.23
H  -1.322  1.006  4.310  0.23
H  1.060  1.645  3.973  0.22
H  2.302  0.924  1.907  0.22

Properties
Spin multiplicity: 5
HOMO energy (alpha / beta), eV: -8.131 / -12.513
M, g/mol: 233.6
E_LUMO (alpha / beta), eV: -3.110 / -6.029
Charge: +1
Total energy, Ha: -512.5693

***

2.
Formula: CH2N2OS
Source: the Open Molecules 2025 dataset
Level of theory: ωB97M-V/def2-TZVPD

Last column: natural (NBO) charge in e.
CARTESIAN COORDINATES (ANGSTROEM)
N  0.932  0.355  2.353  -0.21
C  0.365  -0.081  1.336  -0.09
S  0.117  -0.143  -0.408  1.82
N  -1.301  0.299  -0.603  -1.12
O  0.614  -1.395  -0.925  -0.88
H  1.153  0.972  -0.417  0.06
H  -1.881  -0.008  -1.336  0.42

Properties
Spin multiplicity: 1
HOMO energy, eV: -11.130
M, g/mol: 90.1
E_LUMO, eV: -0.700
SMILES: N#C[S@H](=N)=O
Total energy, Ha: -622.0836

***

3.
Formula: C5H9N3
Source: the Open Molecules 2025 dataset
Level of theory: ωB97M-V/def2-TZVPD

Last column: natural (NBO) charge in e.
CARTESIAN COORDINATES (ANGSTROEM)
H  2.139  0.642  1.088  0.33
N  1.580  1.398  1.647  -0.65
C  0.448  1.319  1.127  0.25
N  -0.031  0.788  -0.055  -0.33
N  0.890  -0.037  -0.788  -0.47
C  0.088  -1.234  -1.026  -0.08
C  -1.242  -0.628  -1.359  -0.42
C  -1.215  -0.085  0.114  -0.07
C  -0.448  -1.319  0.428  -0.42
H  -0.310  2.011  1.527  0.15
H  0.982  0.431  -1.751  0.35
H  0.870  -1.929  -1.574  0.24
H  -2.115  -1.314  -1.208  0.21
H  -1.473  0.068  -2.144  0.22
H  -1.966  0.214  0.849  0.24
H  0.109  -1.368  1.402  0.22
H  -1.098  -2.119  0.483  0.20

Properties
Spin multiplicity: 1
HOMO energy, eV: -8.711
M, g/mol: 111.1
E_LUMO, eV: 0.845
SMILES: [H]/N=C\N1N[C@H]2C[C@@H]1C2
Total energy, Ha: -360.0433

***

4.
Formula: C6H10O
Source: the Open Molecules 2025 dataset
Level of theory: ωB97M-V/def2-TZVPD

Last column: natural (NBO) charge in e.
CARTESIAN COORDINATES (ANGSTROEM)
C  -0.604  -1.143  -0.860  -0.18
C  -1.563  -0.594  -0.114  -0.23
C  -1.521  0.805  0.435  -0.10
O  -0.266  1.406  0.713  -0.54
C  0.840  0.641  1.161  -0.07
C  1.571  -0.099  0.017  -0.42
C  0.690  -0.444  -1.194  -0.45
H  -0.791  -2.125  -1.295  0.21
H  -2.476  -1.151  0.107  0.21
H  -2.193  0.889  1.302  0.17
H  -1.980  1.475  -0.318  0.20
H  0.592  -0.029  1.998  0.17
H  1.522  1.376  1.613  0.19
H  2.068  -0.998  0.409  0.20
H  2.393  0.519  -0.364  0.20
H  0.425  0.496  -1.706  0.22
H  1.293  -1.025  -1.903  0.22

Properties
Spin multiplicity: 1
HOMO energy, eV: -9.088
M, g/mol: 98.1
E_LUMO, eV: 1.097
SMILES: C1=CCOCCC1
Total energy, Ha: -309.8102

***

5.
Formula: C6H10
Source: the Open Molecules 2025 dataset
Level of theory: ωB97M-V/def2-TZVPD

Last column: natural (NBO) charge in e.
CARTESIAN COORDINATES (ANGSTROEM)
C  -1.025  0.784  0.363  -0.38
C  -1.589  -0.243  -0.616  -0.59
C  -0.371  -0.874  -0.985  0.22
C  0.667  -1.348  -0.114  -0.58
C  1.499  -0.115  0.290  -0.38
C  0.566  1.104  0.110  -0.41
H  -1.133  0.428  1.399  0.21
H  -1.525  1.743  0.241  0.22
H  -1.973  0.156  -1.551  0.22
H  -2.344  -0.912  -0.228  0.23
H  1.227  -2.070  -0.703  0.23
H  0.249  -1.856  0.753  0.18
H  2.397  -0.039  -0.333  0.22
H  1.843  -0.212  1.329  0.21
H  0.757  1.623  -0.841  0.22
H  0.755  1.831  0.888  0.21

Properties
Spin multiplicity: 1
HOMO energy (alpha / beta), eV: -7.172 / -7.187
M, g/mol: 82.1
E_LUMO (alpha / beta), eV: 0.500 / 0.551
Total energy, Ha: -234.4472

***

6.
Formula: C2H2N2O3
Source: the Open Molecules 2025 dataset
Level of theory: ωB97M-V/def2-TZVPD

Last column: natural (NBO) charge in e.
CARTESIAN COORDINATES (ANGSTROEM)
C  1.551  -0.237  0.060  0.39
C  -2.028  -0.466  0.169  0.85
N  1.046  0.816  -0.036  -0.04
N  -2.625  0.558  0.101  -0.77
O  2.708  -0.838  0.055  -0.63
O  -1.480  -1.491  0.210  -0.52
O  0.218  1.658  0.039  -0.22
H  2.728  -1.445  -0.742  0.51
H  -2.118  1.445  0.144  0.43

Properties
Spin multiplicity: 3
HOMO energy (alpha / beta), eV: -6.897 / -10.294
M, g/mol: 102.0
E_LUMO (alpha / beta), eV: 0.645 / -2.425
Total energy, Ha: -412.4057

***

Question: The highest spin multiplicity belongs to which entry?
Answer: C7H15N2Pd